1.
24
Properties=species:S:1:pos:R:3:forces:R:3:lowdin_charge:R:1 method="wB97M-V/def2-TZVPD" orbital_gap_ha=0.3643 total_energy_ha=-496.98384 total_charge=0 smiles="CNC(C)=O.CNC(C)=O"
C -0.272 -1.969 0.842 -1.8 3.2 -4.3 -0.064
N 0.999 -2.002 0.154 1.7 -3.2 -1.9 -0.027
C 1.811 -0.953 -0.188 -2.9 -0.4 1.0 -0.520
C 3.233 -1.231 -0.600 -0.2 0.3 2.1 0.011
O 1.281 0.117 0.060 1.6 1.9 -0.5 0.012
H -0.111 -2.236 1.803 -0.1 -1.2 3.1 0.039
H -0.673 -0.886 0.777 0.7 -1.9 0.4 0.080
H -1.043 -2.540 0.241 0.9 0.3 1.1 0.112
H 1.189 -2.897 -0.342 0.1 1.0 0.9 0.142
H 3.548 -1.155 -1.581 -0.3 0.3 -2.4 0.049
H 3.784 -0.412 -0.117 0.2 -0.6 0.3 0.097
H 3.515 -2.238 -0.281 0.2 0.3 0.3 0.084
C -1.559 1.845 1.824 2.0 -2.5 -0.9 -0.039
N -1.382 2.004 0.387 -2.4 -0.2 1.3 0.009
C -1.758 1.137 -0.537 -0.8 -1.7 1.3 -0.582
C -1.295 1.390 -1.939 0.8 -0.7 -0.3 0.003
O -2.326 0.115 -0.145 -0.4 -0.1 -1.4 -0.014
H -2.152 0.937 1.945 -0.6 0.5 0.0 0.077
H -0.545 1.404 2.079 -0.9 1.2 0.9 0.104
H -1.937 2.702 2.370 0.3 0.1 -0.1 0.079
H -0.812 2.657 0.042 2.7 3.3 -0.9 0.080
H -1.834 0.683 -2.579 0.4 0.1 0.1 0.084
H -1.474 2.400 -2.333 0.3 -0.2 0.4 0.082
H -0.187 1.125 -1.882 -1.3 0.5 -0.5 0.102


2.
13
Properties=species:S:1:pos:R:3:forces:R:3:lowdin_charge:R:1 method="wB97M-V/def2-TZVPD" orbital_gap_ha=0.3650 total_energy_ha=-195.16076 total_charge=0 smiles="C=C=CCC"
C -1.534 0.151 -0.787 -0.7 0.3 -1.7 -0.047
C -0.509 0.899 -1.204 0.3 -0.8 0.1 -0.120
C 0.781 0.829 -0.932 -0.1 0.0 -0.1 -0.120
C 1.181 -0.113 0.254 0.1 0.2 0.1 -0.221
C -0.062 -0.464 1.056 0.8 -0.3 0.7 -0.137
H -1.453 -0.901 -1.059 -0.5 0.1 -0.3 0.090
H -2.423 0.392 -0.198 0.3 0.5 -0.5 0.091
H 1.593 1.274 -1.492 -0.1 0.1 -0.1 0.084
H 1.658 -0.997 -0.202 -0.1 0.3 0.1 0.109
H 1.919 0.360 0.902 0.1 0.1 -0.2 0.095
H -0.371 -1.519 0.947 -0.3 0.7 -0.2 0.092
H -0.085 -0.219 2.106 0.7 -0.1 0.5 0.073
H -0.694 0.308 0.608 -0.7 -1.1 1.5 0.011


3.
19
Properties=species:S:1:pos:R:3:forces:R:3:lowdin_charge:R:1 method="wB97M-V/def2-TZVPD" orbital_gap_ha=0.2995 total_energy_ha=-494.05104 total_charge=-1
C -2.198 -0.888 2.820 -0.5 1.8 -1.6 -0.077
C 0.915 0.794 1.902 -3.0 -4.2 -3.4 -0.099
C -0.398 -0.856 1.016 -0.5 0.9 1.1 -0.140
C -0.897 -0.308 2.217 -1.3 -1.6 -0.7 -0.378
N 0.752 -0.242 0.725 0.0 3.1 5.2 0.075
N -0.142 0.727 2.697 1.3 -1.0 -0.9 0.044
H 1.253 -0.334 -0.150 0.4 0.4 -1.2 0.040
H 1.704 1.452 1.874 1.5 1.3 0.1 0.056
H -0.919 -1.514 0.307 0.5 0.1 0.6 0.125
H -2.443 -0.526 3.809 0.4 -0.2 0.4 0.045
H -2.216 -1.975 2.746 0.0 0.1 0.2 0.053
H -3.059 -0.472 2.190 0.9 -0.8 0.7 0.078
C -0.739 0.415 -2.413 0.5 -1.0 2.0 -0.048
C 0.722 0.113 -2.713 0.3 2.8 0.1 -0.762
O 1.491 -0.050 -1.723 0.7 -1.1 -0.7 -0.106
O 1.005 0.424 -3.888 0.7 -1.1 0.0 -0.082
H -0.843 1.441 -2.764 -1.0 -0.6 -0.6 0.073
H -0.912 0.413 -1.326 0.1 0.2 -0.2 0.038
H -1.238 -0.495 -2.728 -1.1 0.7 -1.0 0.064